No. 1
Formula: C34H100FN2O18Zr
Source: the Open Molecules 2025 dataset
Level of theory: the ωB97M-V functional and the def2-TZVPD basis

```
156
Properties=species:S:1:pos:R:3
Zr -18.318 -23.904 22.826
C -14.870 -20.770 24.790
C -14.285 -22.202 24.365
C -12.872 -22.385 24.965
C -12.741 -22.821 26.394
C -13.570 -24.096 26.537
C -15.031 -23.938 26.065
N -15.107 -23.412 24.697
O -16.458 -23.295 24.154
C -15.776 -23.135 27.277
C -15.683 -25.362 26.104
C -14.024 -22.075 22.783
H -15.923 -20.685 24.519
H -14.350 -19.914 24.359
H -14.832 -20.727 25.878
H -12.546 -21.346 25.006
H -12.223 -22.994 24.335
H -12.893 -22.004 27.100
H -11.696 -23.073 26.572
H -13.599 -24.305 27.606
H -13.210 -24.981 26.011
H -15.041 -22.542 27.821
H -16.225 -23.700 28.095
H -16.545 -22.461 26.902
H -16.700 -25.348 25.711
H -15.674 -25.768 27.116
H -15.148 -25.976 25.380
H -14.906 -21.895 22.168
H -13.414 -22.874 22.362
H -13.411 -21.211 22.528
C -19.045 -24.594 27.282
C -20.025 -25.767 26.698
C -21.327 -25.596 27.521
C -22.568 -26.389 27.141
C -22.898 -26.088 25.702
C -21.689 -26.083 24.686
N -20.489 -25.480 25.302
O -19.475 -25.100 24.422
C -22.313 -25.171 23.557
C -21.435 -27.493 24.183
C -19.378 -27.168 26.957
H -18.150 -24.397 26.691
H -18.668 -24.746 28.293
H -19.613 -23.678 27.446
H -21.532 -24.536 27.367
H -21.142 -25.837 28.567
H -23.389 -26.300 27.851
H -22.308 -27.441 27.259
H -23.541 -25.219 25.562
H -23.565 -26.894 25.396
H -22.701 -24.187 23.821
H -23.132 -25.714 23.085
H -21.506 -25.053 22.834
H -20.535 -27.632 23.585
H -22.283 -27.760 23.552
H -21.420 -28.088 25.096
H -19.283 -27.505 27.989
H -18.386 -27.213 26.508
H -19.898 -28.034 26.547
F -19.910 -23.007 21.831
C -25.930 -27.014 22.041
O -25.660 -27.927 23.059
H -26.328 -26.051 22.361
H -25.107 -26.972 21.328
H -26.731 -27.324 21.370
H -26.449 -28.032 23.596
C -22.408 -21.364 29.188
O -21.196 -20.665 28.892
H -22.938 -21.061 30.092
H -22.940 -21.039 28.294
H -22.172 -22.419 29.323
H -21.417 -19.951 28.290
C -23.256 -22.818 20.378
O -22.765 -22.128 21.500
H -22.884 -23.833 20.241
H -24.332 -22.708 20.507
H -22.949 -22.249 19.500
H -21.910 -22.514 21.703
C -26.408 -25.910 26.605
O -27.537 -25.075 26.846
H -26.271 -26.619 27.422
H -26.651 -26.509 25.728
H -25.492 -25.341 26.443
H -28.311 -25.604 27.054
C -23.251 -30.218 26.586
O -23.098 -29.977 28.021
H -24.014 -29.540 26.203
H -22.360 -30.007 25.994
H -23.614 -31.243 26.513
H -22.696 -29.105 28.027
C -25.810 -24.136 29.913
O -26.316 -23.457 28.832
H -24.969 -24.794 29.693
H -25.494 -23.388 30.639
H -26.569 -24.775 30.364
H -26.634 -24.099 28.193
C -20.357 -21.574 24.371
O -18.983 -22.069 24.325
H -20.851 -22.543 24.440
H -20.525 -21.084 25.331
H -20.684 -20.989 23.512
H -18.589 -21.419 24.912
C -16.490 -25.242 30.371
O -17.521 -25.810 31.252
H -16.857 -25.402 29.358
H -16.410 -24.169 30.547
H -15.554 -25.743 30.619
H -18.184 -25.117 31.202
C -20.790 -28.532 30.628
O -22.119 -28.817 30.617
H -20.193 -29.007 29.850
H -20.729 -27.456 30.463
H -20.261 -28.717 31.562
H -22.637 -28.174 30.128
C -18.491 -29.418 20.924
O -19.621 -28.852 21.442
H -18.788 -29.901 19.992
H -17.794 -28.611 20.700
H -18.111 -30.201 21.581
H -20.388 -29.389 21.231
C -17.222 -27.252 23.482
O -16.878 -25.853 23.205
H -16.572 -27.924 22.921
H -16.962 -27.567 24.493
H -18.257 -27.534 23.292
H -15.923 -25.854 23.303
C -20.007 -31.140 24.242
O -19.218 -31.448 25.406
H -20.916 -31.742 24.235
H -20.225 -30.072 24.217
H -19.454 -31.461 23.360
H -19.709 -31.325 26.222
C -22.981 -29.126 20.404
O -22.289 -30.098 21.257
H -22.756 -28.092 20.663
H -22.676 -29.254 19.366
H -24.061 -29.264 20.458
H -22.792 -30.153 22.073
C -19.890 -25.859 20.408
O -19.195 -25.823 21.657
H -19.511 -25.021 19.822
H -19.717 -26.746 19.799
H -20.970 -25.711 20.412
H -19.248 -26.738 21.944
C -23.728 -22.166 25.538
O -23.746 -21.496 24.318
H -24.374 -23.042 25.478
H -22.724 -22.513 25.781
H -24.161 -21.599 26.362
H -23.291 -22.006 23.644
C -24.800 -30.737 23.483
O -23.642 -29.942 23.464
H -24.434 -31.753 23.633
H -25.509 -30.539 24.288
H -25.227 -30.728 22.480
H -23.966 -29.063 23.254
```

Results
E_LUMO	-4.387	eV
net charge	+1
HOMO-LUMO gap	5.70	eV

Atom charges from the Mulliken analysis, given in e for atoms 1 to 2: Zr 1.149; C -1.436

***

No. 2
Formula: C10H25AlBO12
Source: the Open Molecules 2025 dataset
Level of theory: the ωB97M-V functional and the def2-TZVPD basis

```
49
Properties=species:S:1:pos:R:3
O 1.083 -0.201 -2.182
Al 1.224 1.285 -3.183
C -0.393 2.436 -2.814
B -1.616 1.511 -2.947
O -2.613 1.402 -1.954
O -1.794 0.625 -4.004
H 0.459 -0.805 -2.595
H 1.149 0.849 -4.769
H 2.623 2.019 -2.791
H -0.377 2.889 -1.820
H -0.370 3.234 -3.567
H -2.533 0.609 -1.422
H -1.278 0.878 -4.776
C 2.582 -2.612 -3.676
O 1.495 -3.436 -4.142
C 1.477 -4.663 -3.658
O 2.275 -5.157 -2.899
O 0.408 -5.301 -4.158
C 0.265 -6.644 -3.701
H 2.452 -1.646 -4.152
H 2.524 -2.484 -2.598
H 3.531 -3.065 -3.958
H 0.152 -6.673 -2.618
H 1.130 -7.243 -3.983
H -0.632 -7.022 -4.184
C 1.587 0.270 0.734
O 2.021 0.884 1.972
C 1.666 2.148 2.128
O 1.008 2.818 1.379
O 2.148 2.573 3.313
C 1.810 3.929 3.613
H 1.943 -0.753 0.791
H 0.503 0.289 0.655
H 2.020 0.757 -0.133
H 0.728 4.054 3.661
H 2.210 4.601 2.856
H 2.259 4.134 4.580
C -0.495 0.958 4.256
O -1.736 0.295 4.546
C -2.754 1.115 4.777
O -2.708 2.317 4.808
O -3.851 0.378 4.982
C -5.031 1.147 5.224
H 0.237 0.172 4.108
H -0.595 1.558 3.353
H -0.203 1.595 5.089
H -5.251 1.788 4.372
H -4.912 1.764 6.113
H -5.825 0.421 5.368
```

Results
E_LUMO	2.427	eV
net charge	-1
HOMO-LUMO gap	7.44	eV

Atom charges from the Mulliken analysis, given in e for atoms 1 to 2: O -0.590; Al 0.726

***

No. 3
Formula: C6H10
Source: the Open Molecules 2025 dataset
Level of theory: the ωB97M-V functional and the def2-TZVPD basis

```
16
Properties=species:S:1:pos:R:3
C 1.802 0.818 -0.480
C 0.908 0.460 0.678
C -0.509 1.034 0.596
C -1.337 -0.220 0.414
C -1.046 -1.068 -0.799
C -0.320 -1.327 0.468
H 2.671 1.339 -0.051
H 2.214 -0.042 -1.021
H 1.338 1.495 -1.213
H 0.757 -0.780 0.928
H -0.757 1.560 1.527
H -0.638 1.741 -0.236
H -2.326 -0.297 0.859
H -0.526 -0.678 -1.673
H -1.829 -1.788 -1.040
H -0.404 -2.248 1.041
```

Results
E_LUMO	0.774	eV
net charge	0
HOMO-LUMO gap	8.22	eV

Atom charges from the Mulliken analysis, given in e for atoms 1 to 2: C -1.204; C -0.059

***

No. 4
Formula: C5H12NO
Source: the Open Molecules 2025 dataset
Level of theory: the ωB97M-V functional and the def2-TZVPD basis

```
19
Properties=species:S:1:pos:R:3
O -2.369 -0.656 1.679
C -1.226 -0.316 1.659
C -0.600 0.491 0.539
C -0.390 -0.358 -0.736
C 0.110 0.527 -1.886
C 0.590 -1.494 -0.454
N 0.681 1.157 1.098
H -0.577 -0.598 2.521
H -1.307 1.303 0.336
H -1.395 -0.720 -0.935
H 0.223 -0.048 -2.802
H 1.128 0.843 -1.629
H -0.557 1.371 -2.046
H 0.362 -2.113 0.422
H 1.565 -1.058 -0.194
H 0.784 -2.124 -1.316
H 0.494 1.576 2.013
H 1.312 0.356 1.198
H 1.173 1.862 0.534
```

Results
E_LUMO (spin up / spin down)	-11.005 / -14.576	eV
net charge	+2
multiplicity	2
HOMO-LUMO gap (spin up / spin down)	9.89 / 6.31	eV

Atom charges from the Mulliken analysis, given in e for atoms 1 to 2: O 0.058; C -0.166

***

The records above yield strongest force on any atom values of 6.92, 0.65, 0.24, 2.28 eV Å⁻¹, respectively.